DFT (ωB97M-V with the def2-TZVPD basis set) results for the molecule C3H3ClO2 in a non-equilibrium geometry.

Calculated values
**Orbital gap**: 10.96 eV
**Calculated total energy**: -726.7083 hartree
**Energy above the lowest of the compared OMol25 structures with the same formula, charge and spin**: 44.9 kcal/mol
**LUMO level**: 0.6 eV
**Molecular weight**: 106.51 g mol⁻¹

Geometry as ORCA input:
```
! wB97M-V def2-TZVPD RIJCOSX def2/J DEFGRID3
* xyz 0 1
C -1.25695 0.80168 -0.06998
C -0.35454 -0.35043 -0.13592
C 1.11914 -0.12055 0.05991
O -1.98724 1.63758 0.63981
O -1.00184 0.35257 -1.25261
Cl -0.95207 -1.89453 0.25245
H 1.39801 -0.34936 1.07041
H 1.28861 0.88102 -0.10107
H 1.74689 -0.95798 -0.46300
*
```


DFT (ωB97M-V with the def2-TZVPD basis set) results for a cluster of 2 separate species, C3H3ClO2S in total in a non-equilibrium geometry.

Calculated values
**Orbital gap (spin up / spin down)**: 7.47 / 7.47 eV
**Calculated total energy**: -1124.6696 hartree
**Energy above the lowest of the compared OMol25 structures with the same formula, charge and spin**: 181.2 kcal/mol
**LUMO level (spin up / spin down)**: -2.5 / -2.5 eV
**Molecular weight**: 138.58 g mol⁻¹

Geometry as ORCA input:
```
! wB97M-V def2-TZVPD RIJCOSX def2/J DEFGRID3
* xyz 0 1
C 0.80333 1.34935 0.48407
C -0.75749 -0.56286 0.47893
C -1.89546 -1.21310 0.63388
O 2.53675 -0.02716 -0.96365
O 2.29344 2.42113 -1.58625
S 1.79455 1.19797 -0.98029
Cl -1.88027 -2.96144 0.54081
H 0.10748 -1.27274 0.18067
H -0.15268 1.93711 0.40238
H -2.84964 -0.86827 0.80945
*
```


DFT (ωB97M-V with the def2-TZVPD basis set) results for a cluster of 2 separate species, C3H3ClO2S in total in a non-equilibrium geometry.

Calculated values
**Orbital gap (spin up / spin down)**: 9.93 / 8.38 eV
**Calculated total energy**: -1124.8397 hartree
**Energy above the lowest of the compared OMol25 structures with the same formula, charge and spin**: 0.0 kcal/mol
**LUMO level (spin up / spin down)**: 0.4 / -1.1 eV
**Molecular weight**: 138.58 g mol⁻¹
**<S²>**: 2.01

Geometry as ORCA input:
```
! wB97M-V def2-TZVPD RIJCOSX def2/J DEFGRID3
* xyz 0 3
C -0.06245 -0.37046 0.95393
C -1.39802 0.32676 0.91769
C -0.52148 0.14060 -0.35664
O 2.68180 0.45912 -1.14215
O 0.77442 -0.94063 1.53881
S 3.60521 -0.54623 -1.62479
Cl -1.08106 -1.13440 -1.44762
H -2.43212 -0.21013 0.94264
H -1.56502 1.35061 1.11023
H -0.00127 0.92475 -0.89209
*
```


DFT (ωB97M-V with the def2-TZVPD basis set) results for the molecule C3H3ClOS in a non-equilibrium geometry.

Calculated values
**Orbital gap (spin up / spin down)**: 7.66 / 8.08 eV
**Calculated total energy**: -1049.5710 hartree
**Energy above the lowest of the compared OMol25 structures with the same formula, charge and spin**: 90.0 kcal/mol
**LUMO level (spin up / spin down)**: -1.2 / -1.0 eV
**Molecular weight**: 122.58 g mol⁻¹

Geometry as ORCA input:
```
! wB97M-V def2-TZVPD RIJCOSX def2/J DEFGRID3
* xyz 0 1
C -0.13473 0.43798 0.41461
C 0.87094 -0.14739 -0.53786
C 0.57056 1.36642 -0.50819
O 3.13326 -1.75640 -0.39067
S 2.34514 -0.77555 0.36028
Cl 1.56385 2.64936 0.01044
H -1.24343 0.29950 0.17016
H 0.22007 0.50138 1.53280
H 0.66269 -0.83948 -1.32064
*
```


DFT (ωB97M-V with the def2-TZVPD basis set) results for a structure of composition C3H3CoO4 in a non-equilibrium geometry.

Calculated values
**Orbital gap (spin up / spin down)**: 7.87 / 5.48 eV
**Calculated total energy**: -1798.9092 hartree
**Energy above the lowest of the compared OMol25 structures with the same formula, charge and spin**: 83.5 kcal/mol
**LUMO level (spin up / spin down)**: -10.9 / -13.0 eV
**Molecular weight**: 161.99 g mol⁻¹
**<S²>**: 6.02

Geometry as ORCA input:
```
! wB97M-V def2-TZVPD RIJCOSX def2/J DEFGRID3
* xyz 2 5
O -3.73311 0.20638 0.29139
C -2.56733 0.46558 0.20330
C -1.58536 -0.47547 -0.47881
H -1.92612 0.95841 1.06806
H -1.52991 -1.37097 0.15546
H -1.94599 -0.78781 -1.46727
O -0.35975 0.25788 -0.70257
C 0.71752 -0.01891 -0.06302
O 0.60294 -0.35769 1.17480
O 1.80351 0.46546 -0.40563
Co 3.46293 0.17415 -0.70695
*
```


DFT (ωB97M-V with the def2-TZVPD basis set) results for a structure of composition C3H3CuMgO3 in a non-equilibrium geometry.

Calculated values
**Orbital gap (spin up / spin down)**: 4.02 / 5.68 eV
**Calculated total energy**: -2182.3238 hartree
**Energy above the lowest of the compared OMol25 structures with the same formula, charge and spin**: 0.0 kcal/mol
**LUMO level (spin up / spin down)**: 1.9 / 1.9 eV
**Molecular weight**: 174.91 g mol⁻¹
**<S²>**: 0.75

Geometry as ORCA input:
```
! wB97M-V def2-TZVPD RIJCOSX def2/J DEFGRID3
* xyz -1 2
H -1.19084 1.32871 -2.30437
C -1.50835 0.19326 1.23763
C -0.16495 0.13493 1.11776
O 0.30884 -0.26070 -0.14246
C 1.65353 -0.37577 -0.35882
O 1.91319 -0.62892 -1.55051
O -2.33496 -0.00171 0.23760
Cu 4.12759 -0.65421 -0.84592
H -1.92434 0.34838 2.24529
H 0.57224 0.25398 1.90767
Mg -1.45195 -0.33796 -1.54387
*
```


DFT (ωB97M-V with the def2-TZVPD basis set) results for a structure of composition C3H3CuO in a non-equilibrium geometry.

Calculated values
**Orbital gap (spin up / spin down)**: 6.47 / 7.03 eV
**Calculated total energy**: -1831.5439 hartree
**Energy above the lowest of the compared OMol25 structures with the same formula, charge and spin**: 20.6 kcal/mol
**LUMO level (spin up / spin down)**: 0.8 / -1.7 eV
**Molecular weight**: 118.60 g mol⁻¹
**<S²>**: 2.02

Geometry as ORCA input:
```
! wB97M-V def2-TZVPD RIJCOSX def2/J DEFGRID3
* xyz 0 3
C -3.23202 0.02855 0.04642
C -2.54073 1.08550 0.09671
H -3.50378 -0.96441 -0.28932
H -1.75490 1.74398 -0.25367
C -3.92333 1.22683 1.41929
O -3.84465 0.62251 2.58372
Cu -4.20674 1.89182 3.81372
H -4.88701 1.41644 0.89880
*
```


DFT (ωB97M-V with the def2-TZVPD basis set) results for a structure of composition C3H3EuLiO3 in a non-equilibrium geometry.

Calculated values
**Orbital gap (spin up / spin down)**: 7.88 / 10.00 eV
**Calculated total energy**: -1058.4907 hartree
**LUMO level (spin up / spin down)**: -12.2 / -12.0 eV
**Molecular weight**: 245.96 g mol⁻¹
**<S²>**: 20.01

Geometry as ORCA input:
```
! wB97M-V def2-TZVPD RIJCOSX def2/J DEFGRID3
* xyz 3 9
H -4.04600 2.54683 -3.04962
C -2.78140 2.20944 -0.69752
C -2.41479 0.77753 -0.67796
O -0.98541 0.76884 -0.88327
C -0.57488 1.98110 -0.91336
O -1.63960 2.85498 -0.77512
O 0.55717 2.39873 -0.96150
Eu 3.09633 2.09287 -1.07065
H -2.91211 0.23192 -1.49536
H -2.65377 0.28635 0.27851
Li -4.62868 3.28124 -0.15922
*
```


DFT (ωB97M-V with the def2-TZVPD basis set) results for a structure of composition C3H3F2I in a non-equilibrium geometry.

Calculated values
**Orbital gap**: 9.90 eV
**Calculated total energy**: -613.4581 hartree
**Energy above the lowest of the compared OMol25 structures with the same formula, charge and spin**: 32.6 kcal/mol
**LUMO level**: 0.5 eV
**Molecular weight**: 203.96 g mol⁻¹

Geometry as ORCA input:
```
! wB97M-V def2-TZVPD RIJCOSX def2/J DEFGRID3
* xyz 0 1
C 0.62272 -0.65785 0.32602
C 0.04707 0.47518 0.64549
C -1.13208 1.11718 -0.77311
F -0.37038 1.27050 -1.85395
F -2.04028 0.17307 -0.99126
I 0.05406 1.54455 2.41296
H 1.27136 -1.20911 0.99095
H 0.46766 -1.08879 -0.65204
H -1.57520 2.06005 -0.44421
*
```


DFT (ωB97M-V with the def2-TZVPD basis set) results for a cluster of 2 separate species, C3H3F2I in total in a non-equilibrium geometry.

Calculated values
**Orbital gap (spin up / spin down)**: 9.02 / 7.88 eV
**Calculated total energy**: -613.3478 hartree
**Energy above the lowest of the compared OMol25 structures with the same formula, charge and spin**: 101.8 kcal/mol
**LUMO level (spin up / spin down)**: 0.5 / -0.6 eV
**Molecular weight**: 203.96 g mol⁻¹

Geometry as ORCA input:
```
! wB97M-V def2-TZVPD RIJCOSX def2/J DEFGRID3
* xyz 0 1
C 0.76622 0.47482 -1.66018
C -0.30281 0.10996 -0.98691
C -0.12433 -0.32242 1.76432
F -1.37927 0.00454 1.97152
F 0.11393 -1.52186 2.29816
I -2.08598 -0.82870 -1.33654
H 0.81824 0.64512 -2.71218
H 1.46554 1.02693 -1.08736
H 0.72846 0.41161 1.74917
*
```


DFT (ωB97M-V with the def2-TZVPD basis set) results for a cluster of 2 separate species, C3H3F2N in total in a non-equilibrium geometry.

Calculated values
**Orbital gap**: 10.51 eV
**Calculated total energy**: -370.5304 hartree
**Energy above the lowest of the compared OMol25 structures with the same formula, charge and spin**: 37.4 kcal/mol
**LUMO level**: 0.9 eV
**Molecular weight**: 91.06 g mol⁻¹

Geometry as ORCA input:
```
! wB97M-V def2-TZVPD RIJCOSX def2/J DEFGRID3
* xyz 0 1
C -2.00613 -0.12677 -0.40891
C 1.58296 -1.74632 -0.04698
C 2.38991 -0.71710 0.06450
N -1.14161 -0.67901 0.08563
F 2.25892 0.43677 -0.52634
F 3.53830 -0.67673 0.69874
H -2.47049 0.66031 -0.90588
H 0.72855 -1.67287 -0.72383
H 1.82457 -2.63168 0.43559
*
```


DFT (ωB97M-V with the def2-TZVPD basis set) results for a cluster of 2 separate species, C3H3F2N in total in a non-equilibrium geometry.

Calculated values
**Orbital gap**: 10.84 eV
**Calculated total energy**: -370.5290 hartree
**Energy above the lowest of the compared OMol25 structures with the same formula, charge and spin**: 38.3 kcal/mol
**LUMO level**: 0.9 eV
**Molecular weight**: 91.06 g mol⁻¹

Geometry as ORCA input:
```
! wB97M-V def2-TZVPD RIJCOSX def2/J DEFGRID3
* xyz 0 1
C -2.03032 -1.42837 -0.04810
C 0.80124 0.74035 0.25812
C 1.23718 -0.52897 0.15980
N -2.26433 -0.33883 0.24892
F 2.56296 -0.84944 0.33224
F 0.67421 -1.55828 -0.31037
H -1.82747 -2.46403 0.06908
H 1.36149 1.60232 0.59282
H -0.20090 0.93358 -0.03316
*
```


Question: The highest calculated total energy belongs to which entry?
Answer: number 12